[1]
Here is a structure of composition C30H20Cl2O29V in a non-equilibrium geometry from the OMol25 dataset. Energies are from ωB97M-V with the def2-TZVPD basis set.

```
82
Properties=species:S:1:pos:R:3:mulliken_charge:R:1
O -0.14881 0.82470 -0.95598 0.062
V 0.77324 1.33596 0.22868 0.997
Cl 3.16786 -1.46574 0.06273 1.708
O 3.96070 -2.02929 1.14229 -0.705
O 3.97265 -1.43573 -1.13894 -0.676
O 1.98066 -2.24862 -0.27686 -0.632
O 2.79035 -0.15815 0.50988 -0.897
Cl 1.69545 3.76253 -1.57936 1.857
O 2.15223 2.40381 -1.67983 -0.703
O 0.94358 3.71145 -0.37507 -0.709
O 2.82622 4.71921 -1.47416 -0.644
O 0.71273 4.08349 -2.56939 -0.646
C -2.67800 3.51608 2.23856 -1.045
C -3.92118 3.86290 2.63162 0.462
C -5.11992 3.10325 2.25787 0.403
O -6.28258 3.45906 2.27250 -0.563
C -4.76199 1.77258 1.77455 -0.617
C -3.43624 1.36927 1.54714 0.354
C -2.29329 2.27013 1.61361 0.101
O -1.13394 2.17741 1.13715 -0.028
O -3.15869 0.15641 0.99389 -0.139
O -4.23230 4.97232 3.38591 -0.516
H -2.02273 4.29652 2.59624 0.496
H -5.57598 1.10903 1.52251 0.458
H -3.98257 -0.12304 0.58801 0.211
H -5.18749 4.95770 3.48078 0.332
C -1.05310 -2.45040 1.99890 -0.656
C -1.17513 -3.52651 2.81812 0.234
C -0.18449 -3.84339 3.91332 0.549
O -0.15415 -4.97539 4.50704 -0.622
C 0.70418 -2.72968 4.23616 -0.641
C 0.70214 -1.61245 3.52304 0.269
C -0.06968 -1.37873 2.29398 0.315
O -0.00753 -0.42002 1.47268 0.755
O 1.58246 -0.60147 3.72762 -0.164
O -2.03531 -4.53856 2.56210 -0.540
H -1.74317 -2.12561 1.23424 0.266
H 1.38367 -2.78683 5.07368 0.437
H 2.22948 -0.73467 4.42420 0.253
H -2.08873 -5.20387 3.25212 0.342
C 5.14097 3.26519 3.14060 -0.618
C 4.10999 2.98847 2.28622 0.547
C 2.68722 2.64587 2.71450 0.265
O 1.81857 2.25447 1.99723 0.178
C 2.51418 2.54937 4.18092 -1.003
C 3.52405 2.96161 5.00839 0.158
C 4.92005 3.35172 4.56059 0.607
O 5.79030 3.68614 5.39353 -0.612
O 3.36092 2.88300 6.36106 -0.515
O 4.35748 2.89320 0.96296 -0.367
H 6.11224 3.46044 2.71058 0.477
H 1.51826 2.28108 4.50119 0.560
H 4.00194 3.46871 6.77048 0.347
H 5.20213 2.49036 0.74871 0.303
C 2.20873 -2.25730 -6.04841 -0.556
C 2.10919 -1.20466 -5.26349 0.110
C 1.57096 -1.28855 -3.87395 0.198
O 1.64082 -0.32955 -3.06501 -0.281
C 1.05020 -2.59300 -3.52194 -0.282
C 1.16501 -3.65517 -4.29218 0.095
C 1.70356 -3.57781 -5.70320 0.742
O 1.85339 -4.50692 -6.50941 -0.642
O 0.55090 -4.82674 -4.03547 -0.529
O 2.52111 -0.01182 -5.64134 -0.595
H 2.73656 -2.07695 -6.97322 0.428
H 0.54824 -2.74786 -2.57829 0.658
H 0.91108 -5.41535 -4.70285 0.326
H 2.87021 0.56577 -4.95862 0.351
C -3.91486 -2.58773 -4.19415 -0.660
C -3.01833 -2.76483 -3.15302 -0.067
C -2.45667 -1.66252 -2.37355 0.713
O -1.66207 -1.67002 -1.44484 -0.286
C -2.97192 -0.36845 -2.82058 -1.022
C -3.82708 -0.18425 -3.80459 0.527
C -4.34785 -1.30071 -4.64085 0.775
O -4.99780 -1.17152 -5.66594 -0.607
O -4.30554 1.02998 -4.16945 -0.560
O -2.59726 -4.03443 -2.81453 -0.594
H -4.11418 -3.50743 -4.72409 0.429
H -2.57911 0.49897 -2.31097 0.622
H -4.76833 0.88894 -4.99864 0.345
H -2.06784 -3.89537 -2.02589 0.316
```

Calculated values
Net charge: 0
⟨S²⟩: 0.818
HOMO energy (spin up / spin down) in eV: -9.20 / -9.20
2S+1: 2
Total energy in a.u.: -5200.83481
LUMO energy (spin up / spin down) in eV: -3.283 / -3.313

[2]
Here is a structure of composition C24H23F5MgN3O2 from the OMol25 dataset. Energies are from ωB97M-V with the def2-TZVPD basis set.

```
58
Properties=species:S:1:pos:R:3:nbo_charge:R:1
Mg 0.08819 0.14806 0.35961 1.816
C -3.72752 -1.05886 -0.26147 -0.643
C -2.79852 -0.28716 -1.15686 -0.004
C -3.14177 0.98196 -1.61486 -0.128
C -2.28056 1.71604 -2.41315 -0.185
C -1.04389 1.19795 -2.77782 -0.216
C -0.68651 -0.06977 -2.34372 -0.265
C -1.55973 -0.80319 -1.53379 -0.345
H -3.43940 -2.10865 -0.19476 0.212
H -4.75379 -1.01374 -0.62481 0.239
H -3.73056 -0.63886 0.74773 0.228
H -4.09921 1.40418 -1.33345 0.218
H -2.57348 2.70296 -2.74853 0.230
H -0.37459 1.76767 -3.40920 0.229
H 0.25564 -0.50614 -2.65493 0.229
H -1.29474 -1.81704 -1.24591 0.220
O 1.06186 -1.52397 0.07726 -0.927
C 1.52986 -2.35932 1.16109 -0.072
C 0.38525 -2.92169 1.98072 -0.422
C -0.65422 -1.89616 2.45017 -0.437
C -0.06366 -0.72343 3.18990 0.227
C -0.13471 -0.61618 4.56683 -0.240
C 0.45520 0.47029 5.19142 -0.118
C 1.09649 1.42578 4.42104 -0.245
C 1.11449 1.25763 3.05166 0.071
N 0.55727 0.20530 2.43895 -0.614
H 1.27438 -1.99808 -0.81442 0.531
H 2.20620 -1.76460 1.77330 0.192
H 2.10732 -3.17115 0.71867 0.206
H 0.83072 -3.40090 2.85711 0.229
H -0.13314 -3.70517 1.42423 0.219
H -1.38301 -2.39533 3.08851 0.247
H -1.25917 -1.55250 1.59628 0.193
H -0.65058 -1.37640 5.13744 0.234
H 0.40947 0.57217 6.26786 0.238
H 1.56696 2.29085 4.86513 0.244
H 1.58655 1.99146 2.40903 0.212
F 1.91255 6.17059 -1.01660 -0.279
C 1.21802 5.09402 -0.65009 0.240
C 1.77537 3.83486 -0.74849 0.281
F 3.01519 3.66710 -1.20277 -0.283
C 1.00949 2.75825 -0.35955 0.230
F 1.55702 1.48033 -0.43785 -0.387
C -0.29664 2.82234 0.12515 0.220
O -0.94562 1.73108 0.45693 -0.937
C -0.81506 4.11800 0.22088 0.263
F -2.05700 4.29680 0.67447 -0.288
C -0.07580 5.22236 -0.16323 0.296
F -0.61434 6.43355 -0.06696 -0.277
N 1.58299 -3.72879 -4.13338 -0.493
C 2.66759 -2.88393 -4.15474 -0.079
C 2.67341 -2.27255 -2.94327 -0.092
N 1.60091 -2.71993 -2.19225 -0.543
C 0.97317 -3.59852 -2.94110 0.202
H 1.29368 -4.34317 -4.87585 0.437
H 3.32148 -2.80697 -5.00459 0.242
H 3.36914 -1.54378 -2.56266 0.229
H 0.09134 -4.15565 -2.67030 0.216
```

Calculated values
Net charge: +1
Energy relative to the best compared isomer or geometry (same formula, charge and spin) in kcal/mol: 11.5
HOMO energy in eV: -10.60
Total energy in a.u.: -1942.43449
LUMO energy in eV: -2.440

Look up the total energy of the first one.
-5200.83481 a.u.

Among the records above, which one has the highest net charge?
C24H23F5MgN3O2

Please write out number 2 again, unchanged.
Here is a structure of composition C24H23F5MgN3O2 from the OMol25 dataset. Energies are from ωB97M-V with the def2-TZVPD basis set.

```
58
Properties=species:S:1:pos:R:3:nbo_charge:R:1
Mg 0.08819 0.14806 0.35961 1.816
C -3.72752 -1.05886 -0.26147 -0.643
C -2.79852 -0.28716 -1.15686 -0.004
C -3.14177 0.98196 -1.61486 -0.128
C -2.28056 1.71604 -2.41315 -0.185
C -1.04389 1.19795 -2.77782 -0.216
C -0.68651 -0.06977 -2.34372 -0.265
C -1.55973 -0.80319 -1.53379 -0.345
H -3.43940 -2.10865 -0.19476 0.212
H -4.75379 -1.01374 -0.62481 0.239
H -3.73056 -0.63886 0.74773 0.228
H -4.09921 1.40418 -1.33345 0.218
H -2.57348 2.70296 -2.74853 0.230
H -0.37459 1.76767 -3.40920 0.229
H 0.25564 -0.50614 -2.65493 0.229
H -1.29474 -1.81704 -1.24591 0.220
O 1.06186 -1.52397 0.07726 -0.927
C 1.52986 -2.35932 1.16109 -0.072
C 0.38525 -2.92169 1.98072 -0.422
C -0.65422 -1.89616 2.45017 -0.437
C -0.06366 -0.72343 3.18990 0.227
C -0.13471 -0.61618 4.56683 -0.240
C 0.45520 0.47029 5.19142 -0.118
C 1.09649 1.42578 4.42104 -0.245
C 1.11449 1.25763 3.05166 0.071
N 0.55727 0.20530 2.43895 -0.614
H 1.27438 -1.99808 -0.81442 0.531
H 2.20620 -1.76460 1.77330 0.192
H 2.10732 -3.17115 0.71867 0.206
H 0.83072 -3.40090 2.85711 0.229
H -0.13314 -3.70517 1.42423 0.219
H -1.38301 -2.39533 3.08851 0.247
H -1.25917 -1.55250 1.59628 0.193
H -0.65058 -1.37640 5.13744 0.234
H 0.40947 0.57217 6.26786 0.238
H 1.56696 2.29085 4.86513 0.244
H 1.58655 1.99146 2.40903 0.212
F 1.91255 6.17059 -1.01660 -0.279
C 1.21802 5.09402 -0.65009 0.240
C 1.77537 3.83486 -0.74849 0.281
F 3.01519 3.66710 -1.20277 -0.283
C 1.00949 2.75825 -0.35955 0.230
F 1.55702 1.48033 -0.43785 -0.387
C -0.29664 2.82234 0.12515 0.220
O -0.94562 1.73108 0.45693 -0.937
C -0.81506 4.11800 0.22088 0.263
F -2.05700 4.29680 0.67447 -0.288
C -0.07580 5.22236 -0.16323 0.296
F -0.61434 6.43355 -0.06696 -0.277
N 1.58299 -3.72879 -4.13338 -0.493
C 2.66759 -2.88393 -4.15474 -0.079
C 2.67341 -2.27255 -2.94327 -0.092
N 1.60091 -2.71993 -2.19225 -0.543
C 0.97317 -3.59852 -2.94110 0.202
H 1.29368 -4.34317 -4.87585 0.437
H 3.32148 -2.80697 -5.00459 0.242
H 3.36914 -1.54378 -2.56266 0.229
H 0.09134 -4.15565 -2.67030 0.216
```

Calculated values
Net charge: +1
Energy relative to the best compared isomer or geometry (same formula, charge and spin) in kcal/mol: 11.5
HOMO energy in eV: -10.60
Total energy in a.u.: -1942.43449
LUMO energy in eV: -2.440